{"formula": "C26H51Cu2N6O16", "method": "wB97M-V/def2-TZVPD", "species": ["Cu", "Cu", "C", "C", "N", "C", "C", "N", "C", "C", "H", "H", "H", "H", "H", "H", "H", "H", "H", "H", "H", "N", "O", "O", "O", "N", "O", "O", "O", "C", "C", "C", "O", "C", "C", "C", "O", "O", "O", "H", "H", "C", "O", "C", "C", "N", "C", "C", "O", "C", "H", "H", "H", "H", "H", "H", "H", "H", "H", "H", "H", "H", "H", "H", "H", "C", "O", "C", "C", "N", "C", "C", "O", "C", "H", "H", "H", "H", "H", "H", "H", "H", "H", "H", "H", "H", "H", "H", "H", "C", "O", "H", "H", "H", "H", "C", "O", "H", "H", "H", "H"], "xyz": [[-1.25, 3.42, -0.10], [2.05, -4.54, -0.44], [-0.23, -2.17, 3.88], [0.58, -0.84, 3.72], [0.14, 0.18, 4.66], [0.97, 0.81, 5.57], [0.28, 1.80, 6.21], [-1.01, 1.78, 5.76], [-1.08, 0.81, 4.76], [-2.18, 2.57, 6.29], [-0.44, -2.60, 4.86], [0.30, -2.94, 3.32], [-1.19, -2.00, 3.41], [0.64, -0.45, 2.71], [1.65, -1.00, 3.87], [1.97, 0.46, 5.72], [0.53, 2.53, 6.96], [-2.00, 0.56, 4.26], [-2.93, 2.55, 5.50], [-2.04, 3.65, 6.19], [-2.54, 2.35, 7.30], [-0.98, 4.16, -3.31], [-1.27, 3.47, -2.36], [-0.14, 5.12, -3.30], [-1.65, 4.11, -4.31], [-0.82, 4.20, 2.93], [0.25, 4.80, 2.88], [-1.12, 3.41, 2.07], [-1.72, 4.58, 3.64], [-0.84, -1.15, 0.25], [0.15, -1.91, -0.23], [1.42, -1.28, -0.71], [2.53, -1.99, -0.88], [1.54, 0.07, -0.79], [0.52, 0.99, -0.46], [-0.80, 0.33, 0.13], [-1.64, 1.17, 0.38], [0.49, 2.19, -0.63], [0.00, -3.19, -0.12], [-1.75, -1.62, 0.60], [2.51, 0.46, -1.06], [-4.16, 2.26, -1.05], [-3.52, 3.28, -0.32], [-4.37, 4.51, -0.26], [-3.44, 5.49, 0.43], [-2.17, 5.52, -0.29], [-1.35, 6.50, 0.43], [0.06, 6.26, -0.25], [0.55, 4.85, -0.34], [1.91, 4.72, -0.89], [-4.41, 2.53, -2.08], [-5.09, 2.01, -0.54], [-3.46, 1.44, -1.19], [-5.27, 4.12, 0.22], [-4.68, 4.87, -1.25], [-3.31, 5.32, 1.50], [-3.77, 6.53, 0.33], [-2.22, 6.07, -1.14], [-1.31, 6.44, 1.52], [-1.63, 7.52, 0.18], [0.78, 7.01, 0.08], [-0.06, 6.71, -1.24], [2.03, 5.58, -1.55], [2.01, 3.87, -1.57], [2.64, 4.70, -0.09], [4.99, -3.94, 0.33], [4.17, -4.49, -0.75], [4.86, -4.70, -1.97], [3.75, -5.39, -2.81], [2.47, -4.66, -2.76], [1.40, -5.26, -3.48], [0.62, -6.28, -2.66], [0.31, -5.73, -1.45], [-0.48, -6.60, -0.65], [4.54, -4.38, 1.22], [5.02, -2.85, 0.40], [6.00, -4.34, 0.35], [5.74, -5.32, -1.80], [5.24, -3.73, -2.27], [3.74, -6.42, -2.45], [4.14, -5.48, -3.82], [2.76, -3.84, -3.26], [1.65, -5.92, -4.31], [0.72, -4.46, -3.77], [1.35, -7.06, -2.40], [-0.22, -6.70, -3.22], [-1.44, -6.66, -1.17], [-0.69, -6.02, 0.24], [0.04, -7.50, -0.32], [2.36, -1.31, -4.76], [3.03, -2.16, -3.80], [2.10, -0.38, -4.26], [3.13, -1.07, -5.50], [1.49, -1.73, -5.27], [2.70, -2.05, -2.90], [-3.46, -2.78, -2.09], [-3.39, -3.18, -0.72], [-4.39, -3.14, -2.54], [-3.56, -1.70, -2.17], [-2.59, -3.11, -2.65], [-2.72, -2.62, -0.32]], "lumo_ev": [-5.42, -8.75], "charge": 2, "homo_energy_ev": [-12.397, -12.338], "orbital_gap_ev": [6.98, 3.59], "multiplicity": 4}